C49H67Cl3F48O6 | wB97M-V/def2-TZVPD

Structure (ORCA input):
```
! RIJCOSX wB97M-V def2-TZVPD def2/J DEFGRID3
* xyz 0 1
F -2.42915 6.64375 2.55898
C -1.38973 6.41841 1.67741
F -1.85337 6.65587 0.43948
C -0.15374 7.22792 2.28778
F 1.04816 6.91278 1.66611
F -0.01722 6.89269 3.57227
C -0.40071 8.73643 2.19247
O 0.76546 9.34155 2.73992
C 1.42259 10.43545 1.93129
F 0.44427 11.25781 1.47673
F 2.10301 11.00173 2.96811
C 2.26593 9.91248 0.76961
F 3.07936 8.92495 1.12884
F 1.44368 9.43121 -0.13952
H -1.26194 5.33668 1.63721
H -1.14427 8.99354 2.94687
H -0.88874 8.97743 1.24810
H 2.84776 10.71218 0.31129
F -13.16867 -1.27236 -8.91772
C -12.18016 -0.43097 -8.76458
F -12.31964 0.36953 -9.83064
C -12.06762 0.45245 -7.48234
F -10.95289 1.25279 -7.56600
F -11.91698 -0.33179 -6.46681
C -13.30376 1.39021 -7.29499
O -14.40708 0.53204 -6.91818
C -15.55054 1.31823 -6.49570
F -15.08077 2.13588 -5.57429
F -16.00079 2.06378 -7.41443
C -16.69267 0.45288 -5.85387
F -16.23939 -0.23561 -4.78828
F -17.74860 1.14072 -5.51298
H -11.28448 -1.05113 -8.80006
H -13.48408 1.78741 -8.29390
H -12.92904 2.22933 -6.70884
H -17.07812 -0.20189 -6.63542
F -1.63340 -0.48515 -1.67756
C -2.76033 -0.48172 -2.36867
F -3.51968 0.58015 -1.99450
C -2.49595 -0.62487 -3.90564
F -3.60676 -0.82609 -4.68321
F -1.82026 -1.84282 -3.96516
C -1.64217 0.49520 -4.54808
O -0.35157 0.31507 -4.00833
C 0.80420 0.32983 -4.83285
F 0.71810 -0.52693 -5.90058
F 0.98213 1.55705 -5.32514
C 2.00834 -0.11445 -3.87703
F 1.72750 -1.31117 -3.30508
F 3.16763 -0.23447 -4.50736
H -3.38782 -1.32256 -2.07313
H -2.15336 1.44378 -4.38383
H -1.56318 0.31189 -5.61965
H 2.06491 0.63910 -3.09150
F -4.67484 -0.89118 6.60502
C -4.14403 -1.12385 7.77664
F -3.61309 0.04731 8.19046
C -5.09653 -1.82728 8.59322
F -4.64430 -2.48579 9.69219
F -5.59695 -2.85413 7.88016
C -6.24668 -0.93522 9.05034
O -5.79205 -0.04151 10.09287
C -6.27976 1.32348 10.11624
F -6.02528 1.83323 8.94635
F -7.60161 1.27319 10.34524
C -5.57161 2.04867 11.23001
F -5.82175 3.37594 11.21891
F -5.83304 1.60870 12.48700
H -3.27817 -1.75806 7.58647
H -7.01911 -1.57641 9.47499
H -6.68995 -0.26115 8.31738
H -4.49562 1.99260 11.06506
F -0.57972 -8.07921 1.44098
C -1.73374 -8.31684 0.71920
F -2.64939 -7.39738 1.02932
C -1.53565 -8.55812 -0.80317
F -0.67036 -9.64378 -0.92487
F -0.97891 -7.47327 -1.42431
C -2.83089 -8.96310 -1.55165
O -3.77956 -9.78679 -0.76769
C -3.70157 -11.23997 -0.89420
F -3.58355 -11.54344 -2.20640
F -2.75213 -11.70970 -0.16349
C -4.99972 -11.95614 -0.50189
F -6.13578 -11.45056 -1.08395
F -4.82716 -13.27805 -0.73147
H -2.14541 -9.15718 1.27818
H -2.54051 -9.26792 -2.55707
H -3.40666 -8.04100 -1.63112
H -5.16574 -11.74940 0.55538
F -11.73052 2.48659 0.78932
C -12.43937 1.27275 0.91798
F -11.64515 0.23775 0.42305
C -13.02323 0.97311 2.36406
F -11.99967 0.45011 3.00057
F -13.95538 0.09641 2.42109
C -13.37543 2.34550 3.03560
O -14.55159 2.94624 2.45667
C -15.58733 3.05237 3.50501
F -15.87201 1.79052 3.80309
F -15.15065 3.55467 4.63302
C -16.81513 3.75475 2.85477
F -18.01594 3.85835 3.51346
F -16.63262 4.98389 2.45628
H -13.24653 1.43427 0.20347
H -12.55381 3.06175 3.02882
H -13.43247 2.02145 4.07475
H -17.12172 3.09593 2.04232
Cl -2.38718 -0.03760 -12.92222
C -1.56664 -1.01251 -14.18904
Cl -1.87196 -0.12996 -15.73146
Cl -2.39306 -2.61366 -14.24935
H -0.52242 -1.20250 -13.94081
C 9.72622 2.19335 2.84186
C 11.28262 2.16597 2.88705
C 11.96219 0.82248 3.25240
C 13.52421 0.88151 3.51714
C 14.37824 1.53105 2.44244
C 15.81773 1.69321 2.74680
H 9.22710 2.26084 3.80851
H 9.30560 1.38219 2.24756
H 9.43159 3.07867 2.27839
H 11.71027 2.34660 1.90085
H 11.56653 2.98325 3.55003
H 11.76884 0.12354 2.43864
H 11.44347 0.43579 4.12961
H 13.78673 1.43464 4.41894
H 13.94876 -0.10243 3.71647
H 14.23467 1.01996 1.49045
H 14.19434 2.60120 2.34730
H 16.40046 0.78098 2.87470
H 16.27101 2.11883 1.85154
H 16.04038 2.40703 3.53990
C 17.41471 1.89482 -7.59326
C 16.99332 2.75558 -6.32913
C 15.51866 2.90451 -6.08799
C 14.87556 1.59913 -5.47408
C 13.43797 1.75566 -5.05875
C 13.00203 0.43213 -4.46447
H 16.60050 1.55017 -8.23073
H 17.74033 0.96431 -7.12826
H 18.26130 2.28977 -8.15488
H 17.57463 2.49963 -5.44332
H 17.24073 3.80223 -6.50635
H 15.00832 3.02551 -7.04350
H 15.18199 3.77965 -5.53222
H 14.94455 0.69107 -6.07305
H 15.50917 1.45267 -4.59932
H 13.47249 2.48429 -4.24881
H 12.78100 1.99622 -5.89458
H 12.05974 0.44353 -3.91669
H 12.85258 -0.31356 -5.24531
H 13.77027 0.19869 -3.72731
C 6.31896 -5.44195 1.84599
C 6.00350 -4.58337 3.08533
C 6.51067 -5.33788 4.34614
C 6.44858 -4.58244 5.67602
C 5.13023 -3.78930 5.84210
C 5.05104 -3.29741 7.27451
H 7.34074 -5.82126 1.86036
H 6.14501 -4.92920 0.90000
H 5.86674 -6.43026 1.92865
H 6.42455 -3.57854 3.05181
H 4.95010 -4.31594 3.16859
H 7.54664 -5.64716 4.20753
H 5.89440 -6.23180 4.44210
H 6.65737 -5.33450 6.43688
H 7.28980 -3.88978 5.70207
H 5.10103 -2.93628 5.16417
H 4.28144 -4.45205 5.67349
H 4.37130 -2.44786 7.34023
H 4.67848 -4.11229 7.89522
H 6.04568 -3.07882 7.66312
*
```

Properties
maximum force: 5.326 eV Å⁻¹
E_HOMO: -0.3827 hartree
energy: -232184.7685 eV
LUMO energy: 0.4602 eV
SMILES string: FC(F)C(F)(F)COC(F)(F)C(F)F.FC(F)C(F)(F)COC(F)(F)C(F)F.FC(F)C(F)(F)COC(F)(F)C(F)F.FC(F)C(F)(F)COC(F)(F)C(F)F.FC(F)C(F)(F)COC(F)(F)C(F)F.FC(F)C(F)(F)COC(F)(F)C(F)F.ClC(Cl)Cl.CCCCCC.CCCCCC.CCCCCC

Atomic partial charges in e from the Löwdin method, atoms 1 to 8:
1. F 0.05
2. C -0.27
3. F 0.09
4. C -0.42
5. F 0.09
6. F 0.14
7. C -0.10
8. O 0.00